(1)
The following is a DFT calculation (ωB97M-V/def2-TZVPD) of a molecular structure, C19H25GeN2O5Tl.

Results
Energy above the lowest of the compared OMol25 structures with the same formula, charge and spin ... 0.328 eV
Gap between HOMO and LUMO (spin up / spin down) ... 6.197 / 3.796 eV
Net charge ... -2
Largest force on an atom ... 0.97 eV Å⁻¹
HOMO (spin up / spin down) ... -1.66 / 0.72 eV
E_LUMO (spin up / spin down) ... 4.54 / 4.52 eV

Each line ends with the Löwdin charge.
Atoms and positions in Å:
Tl (-1.111, -0.665, -0.563)  0.8141
O (-1.319, 2.355, 5.126)  0.0003
C (-0.973, 1.163, 5.409)  -0.6126
O (-0.769, 0.699, 6.532)  -0.0093
C (-0.858, 0.215, 4.237)  -0.0523
C (-0.467, -1.104, 4.332)  -0.0197
N (-0.514, -1.626, 3.086)  0.0172
N (-0.915, -0.730, 2.176)  0.0448
C (-1.122, 0.392, 2.856)  -0.1459
C (-1.558, 1.603, 2.085)  -0.5140
O (-1.695, 2.690, 2.785)  0.0957
O (-1.755, 1.525, 0.879)  -0.0651
H (-1.478, 2.528, 3.830)  0.0109
H (-0.174, -1.671, 5.196)  0.1213
H (-0.275, -2.553, 2.782)  0.1562
C (3.208, 5.575, -1.757)  -0.0996
C (3.086, 4.090, -1.577)  -0.3138
C (2.497, 3.528, -0.441)  -0.0482
C (2.364, 2.170, -0.247)  -0.2072
C (1.839, 1.683, 1.074)  -0.0560
C (2.818, 1.253, -1.262)  -0.1487
C (2.640, -0.153, -1.194)  -0.3370
O (1.931, -0.803, -0.381)  -0.2458
C (3.468, 1.835, -2.407)  -0.2523
C (4.013, 0.958, -3.499)  -0.1014
C (3.578, 3.199, -2.537)  -0.0652
H (2.652, 6.104, -0.982)  0.0598
H (2.812, 5.903, -2.723)  0.0599
H (4.246, 5.923, -1.706)  0.0591
H (2.131, 4.188, 0.339)  0.1014
H (1.502, 2.525, 1.680)  0.0733
H (2.624, 1.153, 1.623)  0.0863
H (1.037, 0.966, 0.959)  0.0223
H (3.186, -0.730, -1.961)  0.0796
H (3.240, 0.307, -3.917)  0.0678
H (4.806, 0.296, -3.136)  0.0675
H (4.423, 1.571, -4.307)  0.0571
H (4.055, 3.595, -3.432)  0.0959
C (-2.161, -5.051, -0.731)  -0.2557
Ge (-3.440, -3.569, -1.068)  0.5721
C (-5.202, -4.414, -0.707)  -0.2585
C (-3.404, -3.349, -3.031)  -0.2548
C (-3.263, -1.876, -0.183)  -0.4570
H (-2.402, -5.894, -1.380)  -0.0033
H (-2.226, -5.381, 0.306)  -0.0018
H (-1.135, -4.743, -0.924)  0.0020
H (-5.346, -5.277, -1.360)  -0.0031
H (-6.007, -3.702, -0.881)  -0.0008
H (-5.263, -4.748, 0.329)  -0.0018
H (-3.588, -4.300, -3.534)  -0.0007
H (-2.442, -2.961, -3.364)  0.0020
H (-4.171, -2.636, -3.330)  0.0052
H (-3.124, -2.056, 0.900)  -0.1402

(2)
The following is a DFT calculation (ωB97M-V/def2-TZVPD) of C19H25N2O6PS in the gas phase at a distorted geometry.

Results
Gap between HOMO and LUMO ... 9.694 eV
Net charge ... 0
Largest force on an atom ... 1.72 eV Å⁻¹
HOMO ... -9.30 eV
E_LUMO ... 0.40 eV

Each line ends with the Löwdin charge.
Atoms and positions in Å:
C (3.839, -0.075, -2.987)  -0.0627
C (3.885, -0.906, -1.715)  -0.2833
H (3.992, -0.270, -0.833)  0.1049
H (4.723, -1.611, -1.759)  0.1170
O (2.688, -1.666, -1.592)  -0.1958
P (1.881, -1.729, -0.209)  0.5813
O (2.572, -1.286, 1.000)  -0.2268
O (1.526, -3.317, -0.130)  -0.2241
C (2.356, -4.149, 0.660)  -0.2850
C (3.674, -4.463, -0.029)  -0.0695
H (4.256, -3.549, -0.121)  0.0630
H (4.236, -5.187, 0.555)  0.0764
H (3.490, -4.865, -1.022)  0.0806
H (2.548, -3.652, 1.617)  0.1110
H (1.777, -5.061, 0.833)  0.1188
H (3.663, -0.719, -3.845)  0.0779
H (3.039, 0.656, -2.926)  0.0597
H (4.785, 0.443, -3.117)  0.0781
C (0.097, -1.339, -0.607)  -0.2295
N (-0.128, -0.092, -1.281)  0.1181
C (0.761, 0.900, -1.180)  -0.5855
O (1.844, 0.782, -0.645)  0.0511
N (0.345, 2.097, -1.746)  0.0165
H (0.999, 2.860, -1.672)  0.1361
S (-1.286, 2.517, -1.873)  0.6886
O (-1.296, 3.871, -2.320)  -0.2647
O (-1.930, 1.509, -2.667)  -0.2828
C (-1.862, 2.388, -0.193)  -0.2865
C (-2.758, 1.396, 0.151)  -0.0505
C (-3.185, 1.296, 1.463)  -0.0303
C (-2.717, 2.180, 2.430)  -0.2730
C (-1.812, 3.171, 2.058)  -0.0202
C (-1.384, 3.280, 0.747)  -0.0456
H (-0.695, 4.052, 0.442)  0.1187
H (-1.443, 3.863, 2.800)  0.1177
C (-3.202, 2.084, 3.841)  -0.0414
H (-4.117, 2.665, 3.955)  0.0900
H (-3.424, 1.053, 4.101)  0.0726
H (-2.466, 2.479, 4.536)  0.0816
H (-3.884, 0.523, 1.740)  0.1224
H (-3.119, 0.723, -0.610)  0.1164
H (-0.965, 0.052, -1.834)  0.1135
C (-0.615, -1.414, 0.714)  -0.2236
C (-1.533, -2.420, 0.981)  -0.0302
C (-2.149, -2.493, 2.219)  -0.0789
C (-1.847, -1.564, 3.200)  -0.0934
C (-0.931, -0.559, 2.938)  -0.0782
C (-0.321, -0.480, 1.700)  -0.0362
H (0.408, 0.288, 1.500)  0.1162
H (-0.680, 0.158, 3.705)  0.1097
H (-2.317, -1.632, 4.170)  0.1017
H (-2.859, -3.282, 2.419)  0.1020
H (-1.755, -3.155, 0.222)  0.1157
H (-0.216, -2.160, -1.259)  0.1405

(3)
The following is a DFT calculation (ωB97M-V/def2-TZVPD) of C19H25N3O3 in the gas phase.

Results
Energy above the lowest of the compared OMol25 structures with the same formula, charge and spin ... 2.154 eV
Gap between HOMO and LUMO ... 8.804 eV
Net charge ... 0
Largest force on an atom ... 0.69 eV Å⁻¹
HOMO ... -8.46 eV
E_LUMO ... 0.35 eV

Each line ends with the Löwdin charge.
Atoms and positions in Å:
C (-3.915, -3.894, -1.316)  -0.1025
N (-3.216, -2.702, -1.743)  -0.2327
C (-2.364, -2.167, -0.698)  -0.1775
H (-1.680, -2.953, -0.370)  0.1218
C (-1.561, -0.990, -1.256)  -0.1390
N (-2.463, 0.030, -1.733)  -0.0514
C (-2.720, 1.249, -1.203)  -0.4629
O (-3.572, 1.977, -1.681)  0.0515
C (-1.889, 1.732, -0.024)  -0.0871
C (-0.793, 2.694, -0.497)  -0.1399
C (0.291, 1.993, -1.316)  -0.1653
H (-0.161, 1.474, -2.165)  0.1302
H (1.014, 2.722, -1.698)  0.1286
O (0.960, 0.972, -0.592)  -0.0490
C (1.908, 1.298, 0.313)  -0.2014
C (2.344, 2.547, 0.605)  0.0804
C (3.365, 2.809, 1.587)  -0.4263
O (3.765, 3.931, 1.853)  0.0440
N (3.885, 1.697, 2.247)  -0.0161
C (3.481, 0.416, 1.979)  -0.1418
C (4.033, -0.683, 2.654)  -0.0144
C (3.624, -1.965, 2.367)  -0.0753
C (2.655, -2.203, 1.398)  -0.0828
C (2.098, -1.142, 0.726)  -0.0104
C (2.491, 0.171, 1.005)  -0.0694
H (1.352, -1.303, -0.036)  0.1046
H (2.346, -3.213, 1.176)  0.1016
H (4.065, -2.794, 2.901)  0.1058
H (4.789, -0.533, 3.406)  0.0984
C (4.901, 1.952, 3.246)  -0.0221
H (5.841, 1.468, 2.976)  0.0995
H (5.049, 3.032, 3.273)  0.0875
H (4.575, 1.609, 4.228)  0.0994
H (1.960, 3.431, 0.123)  0.1180
H (-1.245, 3.467, -1.120)  0.1276
H (-0.343, 3.172, 0.375)  0.1108
H (-1.456, 0.922, 0.560)  0.1058
H (-2.573, 2.290, 0.619)  0.1266
C (-3.339, -0.490, -2.764)  -0.1192
C (-4.130, -1.677, -2.216)  -0.1769
H (-4.747, -2.101, -3.011)  0.1229
H (-4.797, -1.323, -1.408)  0.1328
H (-4.011, 0.310, -3.075)  0.1210
H (-2.732, -0.817, -3.614)  0.1308
H (-0.877, -0.602, -0.507)  0.0904
H (-0.974, -1.346, -2.111)  0.1359
H (-2.951, -1.827, 0.176)  0.1325
H (-3.186, -4.647, -1.020)  0.0829
H (-4.595, -3.711, -0.469)  0.0884
H (-4.497, -4.282, -2.151)  0.0836

(4)
The following is a DFT calculation (ωB97M-V/def2-TZVPD) of C19H25N3O4 in the gas phase.

Results
Energy above the lowest of the compared OMol25 structures with the same formula, charge and spin ... 0.376 eV
Gap between HOMO and LUMO ... 9.003 eV
Net charge ... 0
Largest force on an atom ... 0.65 eV Å⁻¹
HOMO ... -9.04 eV
E_LUMO ... -0.04 eV

Each line ends with the Löwdin charge.
Atoms and positions in Å:
C (6.140, -1.955, 2.713)  -0.0991
O (4.944, -2.685, 2.886)  -0.1767
C (4.474, -2.744, 4.206)  -0.1995
C (3.887, -1.421, 4.728)  -0.0894
N (2.863, -0.923, 3.822)  0.0802
C (1.645, -1.573, 3.863)  -0.4667
O (1.392, -2.447, 4.659)  0.0934
N (0.717, -1.153, 2.944)  0.1777
C (0.929, -0.174, 2.004)  -0.1637
C (-0.053, 0.173, 1.079)  0.0404
C (0.193, 1.179, 0.159)  -0.1186
C (1.416, 1.853, 0.166)  -0.0029
C (2.395, 1.501, 1.067)  0.0199
C (2.164, 0.483, 1.992)  -0.0555
C (3.204, 0.107, 2.954)  -0.3490
O (4.289, 0.646, 3.018)  0.0808
H (3.352, 1.998, 1.087)  0.1245
H (1.570, 2.650, -0.544)  0.1208
C (-0.846, 1.612, -0.832)  -0.4461
O (-1.009, 2.779, -1.125)  0.0814
N (-1.573, 0.603, -1.358)  0.1001
H (-1.327, -0.351, -1.144)  0.1403
C (-2.610, 0.812, -2.353)  -0.3236
C (-3.916, 0.204, -1.840)  -0.1402
H (-4.153, 0.699, -0.895)  0.1188
C (-5.099, 0.355, -2.802)  -0.2022
C (-5.075, 1.652, -3.612)  -0.1933
C (-3.986, 1.730, -4.706)  -0.1950
C (-3.122, 0.478, -4.857)  -0.2008
H (-2.547, 0.571, -5.780)  0.1086
C (-2.138, 0.259, -3.700)  -0.1340
H (-1.194, 0.758, -3.933)  0.1197
H (-1.929, -0.809, -3.598)  0.1163
H (-3.764, -0.394, -4.978)  0.1000
H (-3.330, 2.581, -4.517)  0.1104
H (-4.470, 1.913, -5.667)  0.1044
H (-4.964, 2.489, -2.920)  0.1108
H (-6.054, 1.759, -4.084)  0.1043
H (-5.145, -0.498, -3.478)  0.1004
H (-6.020, 0.337, -2.214)  0.1089
H (-3.760, -0.857, -1.626)  0.1148
H (-2.714, 1.898, -2.423)  0.1365
H (-1.010, -0.328, 1.113)  0.1210
H (-0.175, -1.628, 2.978)  0.1663
H (3.435, -1.599, 5.705)  0.1325
H (4.654, -0.649, 4.799)  0.1232
H (5.273, -3.061, 4.893)  0.1264
H (3.687, -3.502, 4.200)  0.1225
H (5.981, -0.879, 2.833)  0.0698
H (6.470, -2.156, 1.695)  0.0908
H (6.909, -2.291, 3.418)  0.0903

Among the records above, which one has the lowest largest force on an atom? C19H25N3O4

What is the largest force on an atom in the first record? 0.97 eV Å⁻¹